{"formula": "C65H50CdCl3N2OP3S3Te2", "method": "ωB97M-V with the def2-TZVPD basis set", "elements": ["Cd", "C", "C", "C", "C", "C", "C", "P", "C", "C", "C", "C", "C", "C", "C", "C", "C", "C", "C", "C", "C", "C", "C", "C", "H", "H", "H", "H", "H", "H", "H", "H", "H", "H", "H", "H", "H", "H", "H", "H", "Cl", "C", "C", "C", "Cl", "C", "O", "C", "Cl", "C", "H", "H", "Te", "C", "C", "C", "N", "C", "C", "C", "P", "C", "C", "C", "C", "C", "C", "C", "C", "C", "C", "C", "C", "P", "C", "C", "C", "C", "C", "C", "C", "C", "C", "C", "C", "C", "H", "H", "H", "H", "H", "H", "H", "H", "H", "H", "H", "H", "H", "H", "H", "H", "H", "H", "H", "H", "H", "H", "H", "H", "S", "C", "N", "C", "C", "S", "H", "H", "H", "H", "H", "Te", "C", "C", "C", "C", "S", "H", "H", "H"], "positions_angstrom": [[-0.332, -0.739, 0.640], [6.027, 0.985, 3.914], [5.884, -0.392, 3.993], [4.663, -0.992, 3.696], [3.568, -0.227, 3.306], [3.731, 1.158, 3.216], [4.939, 1.760, 3.528], [1.901, -0.895, 2.846], [1.982, -2.589, 3.551], [1.207, -3.020, 4.622], [1.214, -4.358, 5.006], [1.990, -5.282, 4.322], [2.761, -4.864, 3.241], [2.745, -3.533, 2.856], [0.883, -0.002, 4.088], [1.433, 0.258, 5.321], [0.738, 0.985, 6.307], [-0.517, 1.441, 6.030], [-1.138, 1.174, 4.786], [-2.452, 1.648, 4.556], [-3.068, 1.382, 3.374], [-2.391, 0.649, 2.376], [-1.117, 0.157, 2.517], [-0.457, 0.427, 3.769], [6.978, 1.452, 4.144], [6.722, -1.008, 4.299], [4.567, -2.065, 3.794], [2.888, 1.773, 2.915], [5.034, 2.838, 3.457], [0.573, -2.314, 5.145], [0.590, -4.680, 5.831], [1.980, -6.326, 4.613], [3.345, -5.581, 2.677], [3.299, -3.225, 1.974], [2.432, -0.098, 5.546], [1.204, 1.183, 7.266], [-1.069, 2.017, 6.767], [-2.948, 2.215, 5.338], [-4.077, 1.732, 3.185], [-2.929, 0.467, 1.453], [0.903, -8.146, -0.976], [0.676, -6.400, -0.970], [0.273, -5.760, 0.190], [0.144, -4.387, 0.173], [-0.452, -3.575, 1.578], [0.439, -3.556, -0.941], [0.427, -2.280, -0.922], [0.745, -4.293, -2.108], [0.937, -3.404, -3.599], [0.888, -5.671, -2.128], [0.051, -6.317, 1.091], [1.153, -6.167, -3.052], [1.484, 4.053, -1.548], [1.909, 3.817, -3.614], [1.168, 4.496, -4.573], [1.520, 4.381, -5.913], [2.543, 3.646, -6.353], [3.256, 3.002, -5.421], [2.993, 3.065, -4.059], [0.818, 2.188, -0.806], [1.547, 0.594, -1.064], [1.537, 0.267, -2.900], [2.480, -0.457, -3.631], [2.349, -0.635, -5.004], [1.251, -0.121, -5.681], [0.279, 0.563, -4.962], [0.427, 0.750, -3.594], [3.340, 0.725, -0.662], [4.193, -0.364, -0.881], [5.553, -0.285, -0.616], [6.094, 0.889, -0.106], [5.247, 1.944, 0.200], [3.881, 1.851, -0.048], [-0.893, 2.004, -0.412], [-1.217, 3.377, 0.785], [-0.347, 3.507, 1.875], [-0.583, 4.437, 2.876], [-1.699, 5.268, 2.808], [-2.566, 5.153, 1.733], [-2.330, 4.210, 0.735], [-2.145, 2.430, -1.712], [-1.958, 3.271, -2.810], [-2.980, 3.480, -3.733], [-4.211, 2.853, -3.570], [-4.416, 2.019, -2.478], [-3.388, 1.805, -1.565], [0.320, 5.110, -4.288], [0.946, 4.905, -6.672], [4.087, 2.402, -5.784], [3.625, 2.533, -3.358], [3.336, -0.900, -3.150], [3.104, -1.199, -5.542], [1.151, -0.259, -6.751], [-0.593, 0.970, -5.461], [-0.344, 1.283, -3.060], [3.781, -1.308, -1.216], [6.188, -1.143, -0.804], [7.161, 0.968, 0.078], [5.646, 2.851, 0.641], [3.221, 2.656, 0.244], [0.517, 2.853, 1.929], [0.096, 4.504, 3.719], [-1.893, 5.991, 3.593], [-3.438, 5.795, 1.667], [-3.024, 4.129, -0.094], [-1.005, 3.766, -2.948], [-2.811, 4.134, -4.582], [-5.004, 3.009, -4.294], [-5.364, 1.512, -2.338], [-3.556, 1.122, -0.736], [-2.161, -1.163, -2.028], [-3.435, -1.417, -3.059], [-3.225, -1.355, -4.401], [-4.254, -1.944, -5.239], [-5.528, -1.557, -4.531], [-5.137, -1.764, -2.715], [-2.257, -1.319, -4.684], [-4.156, -3.035, -5.271], [-4.167, -1.556, -6.256], [-6.372, -2.210, -4.748], [-5.786, -0.510, -4.706], [-4.242, -2.162, 0.191], [-6.092, -2.768, 1.058], [-6.350, -3.799, 1.933], [-7.728, -3.923, 2.300], [-8.523, -2.989, 1.703], [-7.575, -1.965, 0.703], [-5.563, -4.447, 2.298], [-8.107, -4.679, 2.978], [-9.593, -2.862, 1.788]], "atomic_forces_ev_per_a": [[0.35, 0.02, -0.27], [-0.06, -0.03, -0.01], [-0.08, 0.02, -0.02], [0.05, 0.05, 0.03], [-0.05, 0.06, -0.08], [-0.03, 0.03, 0.02], [0.00, -0.05, 0.01], [0.18, 0.00, 0.20], [-0.01, -0.04, -0.18], [0.01, -0.06, 0.10], [0.01, 0.06, -0.05], [0.02, 0.06, -0.02], [-0.04, 0.03, 0.04], [-0.05, -0.03, -0.04], [-0.20, 0.01, -0.11], [-0.03, 0.04, 0.09], [0.08, -0.06, -0.06], [-0.06, -0.01, -0.07], [0.04, -0.04, -0.02], [0.04, 0.00, 0.02], [-0.02, -0.02, -0.07], [-0.14, -0.06, -0.07], [0.38, -0.10, 0.30], [0.06, -0.01, -0.02], [-0.02, -0.01, 0.01], [-0.02, 0.00, -0.02], [0.00, -0.03, -0.02], [0.04, -0.02, -0.01], [-0.01, -0.04, 0.00], [0.03, -0.02, 0.00], [0.01, 0.02, -0.02], [0.00, 0.03, -0.01], [-0.01, 0.01, 0.01], [0.00, 0.00, 0.01], [0.00, 0.03, -0.02], [0.00, -0.02, -0.03], [-0.01, -0.02, -0.03], [0.02, 0.00, -0.02], [0.02, -0.02, -0.01], [-0.04, -0.01, -0.01], [-0.04, 0.19, -0.01], [0.02, 0.01, -0.01], [0.01, -0.04, -0.02], [-0.01, 0.11, 0.01], [-0.13, -0.14, 0.28], [-0.09, -0.05, 0.05], [-0.16, 0.31, 0.47], [0.07, -0.24, -0.29], [0.05, -0.15, 0.20], [0.00, 0.03, -0.08], [0.01, 0.03, -0.03], [0.00, 0.00, 0.02], [0.13, 0.08, 0.35], [0.02, -0.07, -0.06], [0.02, -0.03, -0.13], [0.12, -0.09, 0.04], [-0.03, 0.02, 0.21], [-0.13, 0.06, -0.03], [-0.06, 0.00, -0.11], [-0.23, -0.17, -0.60], [-0.22, 0.54, 0.08], [0.10, -0.04, -0.05], [-0.04, 0.13, -0.06], [-0.03, 0.03, 0.05], [0.02, -0.01, 0.08], [0.09, 0.01, 0.06], [-0.01, -0.04, -0.04], [0.00, -0.25, -0.03], [-0.02, -0.10, 0.09], [-0.09, 0.07, 0.00], [-0.06, 0.02, 0.00], [-0.06, -0.02, -0.02], [0.10, 0.05, -0.04], [0.12, 0.23, 0.22], [-0.03, -0.11, 0.06], [-0.07, 0.01, -0.04], [-0.05, -0.03, -0.09], [0.06, -0.07, -0.04], [0.04, -0.07, -0.02], [-0.06, 0.09, 0.03], [-0.07, -0.05, -0.06], [-0.08, -0.03, -0.02], [0.05, -0.07, 0.10], [0.10, 0.01, 0.06], [0.06, 0.05, 0.03], [-0.04, 0.09, 0.00], [0.02, -0.04, -0.03], [0.02, -0.01, 0.01], [-0.04, 0.02, 0.00], [-0.04, -0.02, -0.03], [0.10, 0.02, 0.07], [-0.02, 0.03, 0.03], [0.01, 0.01, 0.01], [0.00, 0.00, 0.01], [0.02, 0.02, -0.01], [-0.04, 0.01, -0.07], [-0.01, -0.01, 0.01], [-0.05, -0.01, 0.03], [-0.02, -0.05, 0.01], [0.04, 0.05, -0.10], [0.01, 0.01, 0.00], [0.00, -0.01, -0.01], [0.02, -0.01, -0.01], [0.01, -0.02, -0.01], [0.01, 0.01, 0.03], [-0.03, -0.02, 0.01], [0.01, -0.02, 0.01], [0.02, 0.01, 0.02], [0.04, -0.01, 0.00], [0.01, -0.01, -0.05], [-0.34, -0.31, -0.38], [0.38, 0.26, 0.07], [-0.15, -0.06, 0.01], [0.14, 0.07, 0.01], [-0.04, -0.02, 0.31], [0.08, 0.07, -0.43], [0.04, -0.05, 0.00], [0.02, -0.05, -0.01], [-0.07, 0.05, 0.00], [0.03, 0.07, -0.10], [-0.02, -0.05, -0.10], [-0.10, -0.03, 0.59], [0.06, -0.17, 0.16], [-0.23, 0.07, -0.03], [0.18, 0.01, -0.06], [0.04, -0.09, 0.02], [0.03, 0.16, -0.13], [-0.06, 0.03, -0.01], [0.02, 0.01, -0.01], [0.08, -0.02, 0.03]], "lumo_energy_ha": 0.1312, "charge": -2, "energy_ev": -190336.2805, "e_above_lowest_kcal_mol": 0.0, "homo_lumo_gap_ev": 4.96}